Entry 1:
{"formula": "C33H13BrF4GaN7O7S2", "method": "the ωB97M-V functional and the def2-TZVPD basis", "species": ["Br", "Ga", "S", "S", "F", "F", "F", "F", "O", "O", "O", "O", "O", "O", "O", "N", "N", "N", "N", "N", "N", "N", "C", "C", "C", "C", "C", "C", "C", "C", "C", "C", "C", "C", "C", "C", "C", "C", "C", "C", "C", "C", "C", "C", "C", "C", "C", "C", "C", "C", "C", "C", "C", "C", "C", "H", "H", "H", "H", "H", "H", "H", "H", "H", "H", "H", "H", "H"], "positions_angstrom": [[7.9101, 2.9351, 1.0792], [1.1783, -0.4634, -1.4451], [-0.1077, 1.2692, -3.5563], [1.3934, -1.2428, -4.4638], [-2.9897, -1.5469, -1.5897], [-6.3450, 0.3116, 2.2814], [-4.8026, -3.1469, -0.6268], [-4.5260, 1.9296, 1.3157], [-1.2724, 1.5915, -2.4289], [1.9930, -2.2038, -5.3196], [1.4508, 0.1629, -4.8706], [-0.1924, 2.3502, -4.4583], [1.0468, 1.1960, -2.6390], [1.8179, -1.4183, -3.0318], [1.9008, -1.7990, -0.3597], [-0.6632, -0.2233, -0.9607], [-8.2084, -1.8400, 3.3647], [2.8054, 0.1783, 4.7993], [-2.4808, 3.6446, -0.0771], [1.9333, 0.7902, -0.0229], [-6.9290, -4.8372, 0.7021], [3.7017, 0.9932, 5.0384], [-6.5559, -2.3889, 1.4514], [-3.0804, -1.2265, -4.6904], [-0.3527, -1.3874, -4.4149], [-2.6289, 1.1109, -0.5896], [-2.6002, 2.5182, -0.2633], [-1.0537, -2.5231, -4.7662], [5.0542, 2.7145, 4.0556], [4.6761, 1.3814, 4.0335], [6.6151, 2.3039, 2.2989], [6.0089, 3.1915, 3.1705], [2.0380, 2.7592, 1.2897], [2.2179, -2.1884, 1.9797], [6.2996, 0.9518, 2.3194], [2.5609, -0.2665, 3.4429], [2.0881, -1.3777, 0.8804], [5.3244, 0.4907, 3.1870], [-1.0104, -0.2028, -4.1245], [2.3485, 0.6133, 2.3517], [-2.3812, -0.0983, -4.2795], [-1.3993, 0.6853, -1.3563], [-3.5797, 0.2769, -0.1348], [1.8920, 2.1018, 0.0588], [-3.7447, -1.1051, -0.5884], [2.1422, 0.0385, 1.0928], [-2.4338, -2.4337, -4.8972], [-5.5059, -0.1477, 1.3554], [-4.5794, 0.6797, 0.8556], [-6.7204, -3.7535, 1.0150], [2.2491, 2.0219, 2.4220], [-5.6390, -1.5379, 0.9328], [-7.4734, -2.0351, 2.5061], [2.4268, -1.6134, 3.2517], [-4.6953, -1.9193, -0.1128], [-0.5224, -3.4390, -4.9816], [-2.8903, 0.8354, -4.0940], [4.5823, 3.3794, 4.7675], [6.8115, 0.2658, 1.6607], [2.1489, -3.2601, 1.8595], [2.3182, 2.5203, 3.3806], [1.7143, 2.6454, -0.8586], [5.0862, -0.5627, 3.2103], [-4.1491, -1.1573, -4.8398], [1.9640, 3.8354, 1.3280], [-3.0029, -3.3064, -5.1865], [2.5262, -2.2550, 4.1190], [6.2908, 4.2342, 3.1715]], "atomic_forces_ev_per_a": [[0.05, 0.01, -0.03], [0.17, -0.30, -0.08], [-1.10, 0.57, 1.04], [0.06, 0.91, -0.34], [-0.13, 0.06, 0.17], [0.13, -0.09, -0.14], [0.05, 0.29, 0.09], [-0.07, -0.37, -0.09], [0.26, -0.03, -0.21], [-0.05, -0.26, 0.07], [0.73, -0.54, -0.23], [0.14, -0.08, -0.16], [-0.18, -0.22, -0.66], [-0.10, 0.12, 0.51], [-0.11, -0.12, 0.26], [0.21, -0.06, -0.34], [-0.14, 0.03, 0.09], [-0.29, 0.19, -0.55], [0.03, 0.14, 0.04], [-0.08, 0.05, 0.04], [-0.01, -0.15, 0.00], [0.56, -0.11, -0.14], [-0.28, -0.25, 0.14], [-0.05, 0.08, 0.02], [-0.17, -0.17, 0.01], [0.34, 0.50, 0.01], [0.03, -0.44, -0.11], [-0.11, 0.10, -0.05], [-0.01, 0.11, -0.05], [-0.19, 0.12, 0.37], [-0.02, -0.07, 0.00], [-0.04, -0.04, 0.04], [0.03, -0.07, -0.11], [0.04, 0.06, 0.20], [-0.01, 0.07, 0.01], [-0.08, -0.18, 0.43], [0.06, 0.11, -0.24], [0.09, -0.09, 0.04], [0.42, -0.12, -0.07], [-0.08, 0.20, 0.05], [0.01, -0.03, 0.00], [-0.38, 0.13, 0.35], [-0.50, -0.38, 0.18], [0.04, 0.07, 0.09], [0.13, 0.12, -0.11], [0.02, -0.06, -0.18], [0.05, -0.08, 0.00], [-0.10, -0.07, 0.07], [0.10, 0.24, -0.02], [0.03, 0.34, 0.05], [0.02, 0.02, 0.11], [0.32, 0.32, -0.16], [0.29, -0.07, -0.23], [0.05, -0.22, -0.13], [-0.13, -0.26, 0.05], [0.05, -0.01, -0.01], [-0.03, 0.01, 0.00], [0.01, 0.01, 0.02], [0.01, -0.02, -0.02], [0.00, -0.02, 0.02], [0.01, -0.04, -0.03], [-0.02, 0.01, -0.01], [-0.01, -0.02, -0.03], [-0.02, 0.01, 0.02], [-0.01, 0.02, -0.01], [0.00, 0.00, -0.02], [-0.01, -0.03, -0.02], [0.00, 0.03, -0.01]], "homo_lumo_gap_ev": 5.46, "homo_ev": -8.49, "relative_energy_kj_mol": 146.26, "multiplicity": 1}

***

Entry 2:
{"formula": "C33H21N6O4ReS2", "method": "the ωB97M-V functional and the def2-TZVPD basis", "species": ["Re", "S", "S", "O", "O", "O", "O", "N", "N", "N", "N", "N", "N", "C", "C", "C", "C", "C", "C", "C", "C", "C", "C", "C", "C", "C", "C", "C", "C", "C", "C", "C", "C", "C", "C", "C", "C", "C", "C", "C", "C", "C", "C", "C", "C", "C", "H", "H", "H", "H", "H", "H", "H", "H", "H", "H", "H", "H", "H", "H", "H", "H", "H", "H", "H", "H", "H"], "positions_angstrom": [[-0.1457, -0.0120, 0.1125], [4.8392, -2.6250, -5.0584], [-0.5042, -2.0817, 4.1770], [-0.4898, 1.6968, 1.1265], [-2.0083, -0.6127, -0.3930], [-2.0368, -2.7379, -1.1121], [-0.9124, 3.8932, 0.9701], [0.7581, -1.8167, -0.6730], [-1.0134, 1.2969, -1.3524], [4.4737, -1.1098, -4.6521], [1.6340, -0.1361, 1.4365], [1.4332, 0.6481, -1.3042], [3.9018, -3.4209, -4.0172], [-1.8459, 1.9345, -3.5218], [-1.0585, -0.3398, -3.1417], [2.8578, 0.3850, 1.2077], [2.9813, -0.0486, -3.0008], [-0.8032, -1.0258, 1.8176], [-0.8858, 2.7796, 0.5146], [-1.8376, 3.5176, -1.7161], [-2.6077, -1.7239, -0.7622], [3.9147, 0.2651, 2.0753], [-2.1180, 3.2282, -3.0165], [-2.0599, -2.0701, 3.4781], [2.2927, -2.7819, -2.2574], [2.4958, -0.9651, 3.5283], [-1.2994, 0.9630, -2.6548], [-1.2762, 2.5095, -0.9192], [2.7035, 2.2691, -2.5114], [3.3096, 1.2781, -3.2591], [-1.3327, -0.6427, -4.4457], [1.0947, -4.1807, -0.7497], [3.5786, -1.1815, -3.6793], [1.7791, 1.9156, -1.5419], [1.9731, -4.0617, -1.7983], [-4.1063, -1.5744, -0.8135], [3.2482, -2.5097, -3.3138], [0.5058, -3.0405, -0.2080], [-2.0845, -1.4871, 2.2462], [-2.1143, 1.5882, -4.8679], [1.4590, -0.8017, 2.6070], [2.0323, -0.3276, -2.0118], [3.7332, -0.4341, 3.2652], [1.6791, -1.6881, -1.6554], [0.1289, -1.2847, 2.7919], [-1.8574, 0.3291, -5.3238], [4.5456, -0.5510, 3.9693], [-4.3654, -1.0991, -1.7620], [4.0382, 1.5089, -4.0246], [0.8346, -5.1452, -0.3394], [4.8618, 0.7172, 1.8207], [2.9400, 3.3126, -2.6611], [-2.5308, 2.3427, -5.5228], [-0.1851, -3.1090, 0.6151], [-4.4714, -0.9358, -0.0122], [2.9962, 0.9384, 0.2969], [2.4368, -4.9249, -2.2562], [-1.1606, -1.6487, -4.8051], [-0.7048, -1.1041, -2.4670], [2.3000, -1.5072, 4.4431], [-2.0136, 4.4831, -1.2644], [-2.9986, -1.3707, 1.6872], [1.3049, 2.6704, -0.9282], [-4.5769, -2.5530, -0.7784], [-2.8914, -2.4926, 4.0192], [-2.5478, 3.9720, -3.6755], [-2.0680, 0.0673, -6.3515]], "atomic_forces_ev_per_a": [[0.40, -0.32, 0.06], [-0.01, 0.02, 0.10], [0.02, -0.01, -0.01], [-0.02, 0.16, 0.06], [-0.24, -0.11, 0.25], [0.12, -0.01, 0.08], [-0.08, 0.04, 0.02], [-0.06, -0.12, -0.01], [-0.16, 0.38, -0.35], [-0.05, 0.00, -0.02], [0.23, -0.02, 0.07], [0.10, -0.10, 0.13], [-0.05, 0.00, -0.03], [-0.01, 0.01, -0.01], [0.03, 0.04, 0.00], [-0.06, 0.07, 0.02], [-0.02, 0.01, 0.02], [-0.11, -0.08, 0.23], [0.10, -0.02, -0.05], [0.01, 0.02, 0.00], [0.05, 0.04, -0.20], [0.01, 0.00, 0.01], [0.02, -0.04, 0.00], [-0.01, 0.00, 0.00], [0.00, 0.00, 0.03], [0.00, 0.01, 0.00], [-0.07, 0.00, -0.10], [-0.10, 0.05, 0.00], [0.00, 0.00, -0.01], [-0.01, 0.00, 0.02], [-0.01, 0.03, -0.02], [-0.04, 0.02, 0.04], [0.06, 0.01, -0.04], [-0.06, 0.01, -0.01], [0.03, 0.01, -0.02], [-0.03, -0.05, 0.01], [0.06, -0.04, -0.02], [-0.04, 0.00, -0.09], [0.01, -0.02, 0.01], [0.01, 0.01, 0.01], [0.02, -0.02, -0.01], [0.06, 0.00, -0.04], [0.00, 0.01, -0.01], [0.04, 0.01, 0.03], [-0.03, 0.00, -0.03], [0.00, 0.00, 0.00], [0.00, 0.00, 0.01], [0.00, 0.00, 0.00], [0.01, 0.00, 0.00], [0.00, -0.01, 0.00], [0.00, 0.00, 0.00], [0.00, 0.00, 0.00], [-0.01, 0.00, -0.01], [-0.09, -0.01, -0.02], [-0.02, 0.01, 0.00], [0.01, 0.01, -0.02], [0.00, -0.01, -0.01], [0.00, -0.01, 0.01], [-0.04, 0.00, -0.05], [-0.01, 0.00, 0.00], [0.00, 0.00, 0.00], [0.02, 0.01, 0.04], [0.02, 0.00, 0.00], [0.00, 0.00, 0.00], [-0.01, -0.01, 0.00], [0.00, 0.01, -0.01], [0.00, 0.00, -0.01]], "homo_lumo_gap_ev": [6.77, 6.32], "homo_ev": [-10.56, -10.38], "relative_energy_kj_mol": 24.98, "total_charge": 1, "multiplicity": 2}

***

Entry 3:
{"formula": "C33H22BCl4N9O2Sn", "method": "the ωB97M-V functional and the def2-TZVPD basis", "species": ["Sn", "Cl", "Cl", "Cl", "Cl", "O", "O", "N", "N", "N", "N", "N", "N", "N", "N", "N", "C", "C", "C", "C", "C", "C", "C", "C", "C", "C", "C", "C", "C", "C", "C", "C", "C", "C", "C", "C", "C", "C", "C", "C", "C", "C", "C", "C", "C", "C", "C", "C", "C", "B", "H", "H", "H", "H", "H", "H", "H", "H", "H", "H", "H", "H", "H", "H", "H", "H", "H", "H", "H", "H", "H", "H"], "positions_angstrom": [[-0.4800, -0.3393, 0.2072], [-5.4076, 1.3799, 0.1746], [-7.6108, -0.8107, -0.2158], [-3.8066, -4.6274, 0.2227], [-6.7937, -3.8411, -0.1691], [-1.9900, -2.3093, 0.3647], [-2.7279, 0.3034, 0.4507], [-0.3653, 1.8668, -1.4517], [1.6587, -1.2735, 2.9854], [0.3956, -1.3851, 2.5990], [2.1792, 0.7164, 0.7035], [2.5025, -2.3359, 0.8890], [3.0907, 0.0311, 1.3786], [-1.0466, -0.6083, -2.3353], [-0.5447, 2.0571, 1.2496], [1.7655, -2.0495, -0.1761], [2.7672, 1.7988, 0.2333], [0.2068, 2.1693, -5.0924], [-4.2516, -2.9478, 0.1745], [-0.8380, 5.6215, 0.3877], [0.3576, 2.4240, -3.7376], [-0.4891, 3.0809, -0.9092], [2.9348, -3.6037, 0.8251], [-1.8903, -2.0105, -4.0633], [-0.7370, 4.4505, 1.1583], [-0.5664, 3.1787, 0.5308], [-0.9532, 0.1255, -4.6238], [0.4448, -1.3074, 4.8261], [4.2683, 0.6727, 1.3509], [-0.8824, 3.2871, 3.2582], [-1.5852, -1.7358, -2.7264], [-0.7016, 4.2823, -1.6112], [-4.9708, -0.2995, 0.1615], [2.4634, -4.1621, -0.3449], [-5.5967, -2.6021, 0.0216], [-1.5581, -1.0861, -5.0169], [-0.8650, 4.4665, 2.5619], [-0.8705, 5.5051, -0.9826], [-0.7198, 2.0958, 2.5431], [1.7268, -1.2198, 4.3236], [-5.9594, -1.2732, 0.0044], [4.1115, 1.8265, 0.6128], [-0.7583, 0.3436, -3.2282], [-0.3542, -1.4159, 3.6852], [-3.6228, -0.6065, 0.2969], [-0.2471, 1.6133, -2.7601], [-3.2302, -2.0035, 0.2841], [-0.5128, 1.0891, -5.5476], [1.7238, -3.1316, -0.9311], [2.8260, -1.3381, 1.9974], [2.6238, -5.1628, -0.7011], [5.1249, 0.2704, 1.8542], [-0.7418, 1.1352, 3.0388], [-0.9559, 6.5811, 0.8743], [-0.9879, 5.4195, 3.0659], [3.5396, -4.0232, 1.6069], [0.6405, 2.8611, -5.8076], [-1.7277, -1.2769, -6.0724], [0.9509, 3.2756, -3.4363], [-0.7236, 0.9566, -6.6017], [-1.0284, 3.2623, 4.3304], [3.8141, -1.6914, 2.5719], [2.6670, -1.1142, 4.8283], [2.2115, 2.5001, -0.3546], [1.1806, -3.1236, -1.8581], [-1.4146, -1.5473, 3.5976], [-1.0430, 6.3840, -1.5957], [4.8555, 2.5669, 0.3939], [0.1380, -1.2901, 5.8549], [-2.3585, -2.9458, -4.3288], [-0.7937, 4.2543, -2.6853], [-1.7781, -2.4673, -1.9570]], "atomic_forces_ev_per_a": [[-1.12, 0.25, -0.37], [-0.01, 0.19, 0.01], [-0.31, 0.04, -0.03], [0.18, -0.15, -0.03], [-0.22, -0.14, -0.02], [0.71, 0.21, 0.04], [0.98, 0.15, -0.02], [0.11, -0.84, 0.66], [0.16, -0.01, 0.55], [-0.52, -0.30, -0.51], [-0.81, 0.09, -0.17], [0.33, -0.51, 0.10], [0.56, 0.09, 0.18], [-0.38, -0.30, 0.41], [-0.10, -0.47, 0.28], [-0.31, 0.48, -0.58], [0.07, -0.02, 0.03], [-0.24, -0.29, -0.56], [0.02, -0.15, -0.04], [-0.11, 0.33, -0.36], [0.04, -0.05, 0.55], [-0.12, 0.60, -0.48], [0.12, -0.40, -0.11], [0.03, 0.13, -0.50], [0.10, -0.36, -0.05], [-0.07, 0.99, 0.02], [0.06, 0.03, 0.35], [0.11, 0.08, 0.19], [0.33, 0.20, -0.06], [0.03, 0.38, 0.02], [0.02, -0.13, 0.12], [0.03, -0.39, -0.24], [-0.09, 0.17, -0.06], [0.11, -0.24, 0.18], [-0.23, 0.17, -0.02], [-0.03, -0.11, 0.24], [-0.02, -0.24, 0.14], [0.01, 0.32, 0.54], [0.05, -0.22, -0.02], [-0.01, 0.06, 0.33], [-0.01, -0.31, 0.03], [0.28, -0.04, 0.14], [0.03, 0.21, -0.93], [0.05, -0.05, 0.08], [-0.10, -0.15, 0.09], [0.22, 0.34, -0.34], [-0.30, 0.07, -0.09], [0.23, 0.32, -0.34], [0.13, -0.06, 0.05], [-0.17, 0.26, -0.26], [0.00, -0.10, -0.04], [0.18, -0.11, 0.08], [0.04, -0.08, 0.19], [-0.03, 0.03, 0.06], [-0.02, 0.00, 0.00], [0.11, -0.02, 0.12], [-0.02, 0.01, 0.00], [-0.03, 0.03, 0.04], [-0.14, 0.07, 0.12], [0.10, -0.07, -0.05], [0.03, -0.01, 0.01], [0.22, -0.08, 0.21], [0.22, -0.04, 0.06], [-0.21, 0.19, -0.16], [-0.14, 0.02, -0.12], [-0.28, 0.06, -0.07], [0.04, 0.02, 0.02], [0.12, 0.14, -0.04], [-0.01, -0.02, 0.13], [-0.04, -0.11, 0.02], [0.07, -0.06, -0.04], [-0.06, -0.12, 0.27]], "homo_lumo_gap_ev": 5.79, "homo_ev": -1.31, "total_charge": -2, "multiplicity": 1}

***

For the records above, the corresponding electronic energy values read -214150.15757, -75491.38082, -108686.70480 eV.